{"formula": "C49H66KN2O2P3S2Si", "method": "ωB97M-V/def2-TZVPD", "charge": -2, "e_lumo_ev": 3.636, "orbital_gap_ev": 4.35, "e_above_lowest_kcal_mol": 0.0, "energy_ev": -132702.40977, "elements": ["K", "C", "C", "C", "P", "C", "C", "C", "C", "C", "C", "C", "C", "C", "Si", "C", "C", "C", "C", "C", "C", "P", "C", "C", "C", "C", "C", "C", "C", "C", "C", "C", "C", "C", "P", "C", "C", "C", "C", "C", "C", "H", "H", "H", "H", "H", "H", "H", "H", "H", "H", "H", "H", "H", "H", "H", "H", "H", "H", "H", "H", "H", "H", "H", "H", "H", "H", "H", "H", "H", "H", "H", "H", "H", "H", "H", "H", "H", "H", "H", "H", "H", "H", "H", "H", "H", "H", "H", "H", "H", "H", "H", "H", "H", "H", "O", "C", "O", "C", "C", "C", "C", "C", "C", "S", "H", "H", "H", "H", "C", "C", "C", "C", "N", "C", "S", "N", "C", "H", "H", "H", "H", "H", "H", "H", "H"], "coordinates": [[0.893, 0.571, 0.536], [-0.905, 3.492, -4.041], [-0.767, 1.995, -3.771], [0.620, 1.519, -4.235], [-0.932, 1.288, -2.021], [-1.071, 2.711, -0.798], [0.190, 3.573, -0.793], [-2.326, 3.582, -0.789], [-2.692, 0.792, -1.960], [-3.726, 1.447, -2.623], [-5.045, 1.084, -2.380], [-5.329, 0.091, -1.452], [-4.294, -0.590, -0.822], [-2.964, -0.278, -1.096], [-1.402, -1.263, -0.574], [-0.972, -1.852, -2.379], [-1.875, -1.932, -3.441], [-1.476, -2.330, -4.710], [-0.146, -2.650, -4.945], [0.773, -2.575, -3.909], [0.374, -2.187, -2.630], [1.468, -1.982, -1.180], [1.111, -3.609, -0.297], [0.763, -4.808, -1.179], [2.243, -3.902, 0.692], [3.236, -2.230, -1.781], [3.584, -1.021, -2.656], [3.788, -3.517, -2.406], [-2.282, -2.852, 0.099], [-2.622, -4.002, -0.611], [-3.112, -5.130, 0.037], [-3.313, -5.103, 1.409], [-3.024, -3.952, 2.133], [-2.488, -2.838, 1.492], [-1.886, -1.288, 2.265], [-0.193, -1.895, 2.812], [-0.092, -3.317, 3.358], [0.454, -0.885, 3.759], [-2.843, -1.062, 3.897], [-4.263, -0.670, 3.474], [-2.893, -2.042, 5.071], [-0.829, 3.667, -5.120], [-0.096, 4.040, -3.561], [-1.861, 3.897, -3.706], [-1.523, 1.458, -4.355], [1.408, 2.010, -3.657], [0.780, 1.736, -5.298], [0.715, 0.442, -4.087], [-1.102, 2.130, 0.136], [0.129, 4.363, -1.541], [1.084, 2.983, -1.003], [0.313, 4.052, 0.184], [-2.410, 4.188, -1.693], [-2.271, 4.260, 0.070], [-3.230, 2.986, -0.686], [-3.508, 2.238, -3.333], [-5.851, 1.584, -2.908], [-6.362, -0.171, -1.242], [-4.518, -1.393, -0.127], [-2.918, -1.676, -3.277], [-2.199, -2.390, -5.517], [0.177, -2.965, -5.932], [1.804, -2.824, -4.111], [0.211, -3.382, 0.282], [1.556, -5.054, -1.885], [-0.145, -4.607, -1.745], [0.577, -5.685, -0.547], [3.113, -4.323, 0.188], [1.916, -4.618, 1.452], [2.555, -2.978, 1.188], [3.758, -2.081, -0.829], [3.077, -1.052, -3.623], [4.663, -0.970, -2.829], [3.279, -0.100, -2.155], [3.489, -3.633, -3.449], [3.497, -4.419, -1.872], [4.882, -3.461, -2.385], [-2.491, -4.020, -1.688], [-3.329, -6.034, -0.523], [-3.674, -5.986, 1.926], [-3.195, -3.951, 3.200], [0.379, -1.872, 1.872], [-0.664, -3.453, 4.277], [0.955, -3.545, 3.578], [-0.447, -4.046, 2.631], [0.005, -0.929, 4.755], [0.338, 0.126, 3.368], [1.525, -1.087, 3.848], [-2.358, -0.150, 4.264], [-4.798, -1.534, 3.071], [-4.218, 0.100, 2.701], [-4.832, -0.271, 4.320], [-3.434, -2.956, 4.825], [-3.424, -1.568, 5.904], [-1.899, -2.308, 5.427], [2.800, 1.844, 1.077], [3.416, 0.840, 0.643], [2.997, -0.341, 0.780], [4.751, 1.017, -0.047], [5.803, 0.240, 0.424], [7.080, 0.326, -0.111], [7.298, 1.179, -1.189], [6.253, 1.922, -1.704], [4.956, 1.885, -1.149], [3.708, 2.836, -1.877], [5.607, -0.447, 1.241], [7.889, -0.271, 0.295], [8.286, 1.258, -1.634], [6.413, 2.550, -2.572], [2.419, 5.056, 2.633], [0.965, 5.004, 2.953], [0.223, 6.047, 3.434], [-1.149, 5.832, 3.696], [-1.735, 4.670, 3.499], [-1.013, 3.635, 3.016], [-1.631, 2.132, 2.687], [0.343, 3.826, 2.762], [-2.018, 6.939, 4.207], [2.796, 6.073, 2.708], [2.597, 4.671, 1.626], [2.976, 4.417, 3.320], [0.675, 7.013, 3.604], [0.860, 3.043, 2.369], [-1.480, 7.566, 4.919], [-2.902, 6.516, 4.677], [-2.341, 7.570, 3.375]], "forces_ev_per_a": [[-2.223, 0.023, -0.178], [-0.154, -0.141, 0.054], [0.370, -0.294, 0.084], [-0.168, 0.008, -0.094], [-0.300, 0.897, -0.469], [-0.135, -0.020, -0.128], [-0.027, -0.252, 0.067], [0.077, -0.086, 0.137], [-0.199, 0.053, -0.043], [-0.007, -0.188, -0.056], [-0.070, 0.068, -0.079], [-0.035, -0.026, 0.017], [-0.054, 0.099, -0.020], [0.057, -0.022, 0.045], [-0.525, -0.457, -0.473], [0.059, -0.154, 0.075], [0.001, -0.096, -0.058], [-0.038, -0.006, -0.079], [0.019, -0.023, -0.018], [-0.046, -0.041, -0.031], [-0.040, 0.057, -0.103], [0.461, -0.815, -0.546], [0.112, 0.070, -0.052], [0.010, 0.040, 0.183], [-0.146, 0.091, 0.024], [-0.120, 0.121, -0.090], [-0.049, -0.011, 0.275], [-0.105, 0.078, 0.069], [-0.011, 0.160, 0.035], [-0.042, -0.093, 0.025], [0.026, 0.004, 0.005], [-0.065, -0.094, 0.069], [-0.052, -0.007, -0.080], [-0.227, -0.076, -0.062], [0.023, -0.277, 0.979], [-0.004, 0.075, -0.041], [0.110, 0.040, -0.095], [0.030, -0.044, -0.141], [-0.044, -0.005, -0.285], [0.132, 0.049, 0.013], [0.106, 0.071, -0.077], [0.033, 0.031, -0.001], [-0.030, 0.064, -0.019], [0.030, 0.034, 0.011], [-0.012, -0.002, 0.081], [0.064, -0.070, -0.012], [-0.002, 0.046, 0.000], [0.084, -0.005, -0.024], [-0.089, 0.191, -0.117], [0.036, 0.004, 0.010], [0.253, 0.166, 0.043], [0.027, 0.052, -0.076], [0.017, 0.017, 0.004], [-0.032, 0.042, -0.006], [-0.027, 0.054, 0.051], [-0.004, 0.042, 0.035], [0.006, 0.016, 0.024], [0.005, 0.000, 0.005], [-0.040, -0.040, -0.049], [-0.010, 0.007, 0.013], [-0.011, 0.014, 0.013], [-0.002, 0.037, -0.007], [0.026, 0.009, 0.032], [0.034, 0.006, 0.042], [0.005, -0.004, -0.020], [-0.004, -0.052, -0.069], [0.000, -0.027, -0.016], [0.050, 0.021, 0.008], [0.002, -0.014, -0.008], [0.065, -0.050, 0.076], [0.005, 0.069, -0.024], [0.009, -0.034, -0.026], [0.005, 0.061, -0.002], [0.083, 0.106, -0.134], [0.002, -0.041, -0.007], [0.018, -0.011, 0.006], [0.009, -0.016, -0.062], [0.022, 0.000, -0.006], [-0.017, 0.019, -0.013], [-0.060, 0.022, -0.019], [0.068, -0.009, -0.004], [-0.089, 0.007, 0.068], [-0.018, 0.004, 0.002], [0.009, -0.007, 0.018], [0.021, -0.046, 0.005], [-0.013, 0.064, 0.013], [0.000, 0.089, 0.163], [0.008, -0.015, 0.046], [-0.013, 0.006, 0.009], [-0.028, 0.013, -0.010], [-0.106, -0.010, -0.024], [-0.012, -0.035, 0.013], [0.018, -0.009, 0.048], [-0.010, -0.013, 0.014], [-0.018, -0.039, 0.018], [0.562, 0.951, 0.528], [0.801, -0.094, 0.307], [1.334, -0.366, 0.314], [0.142, 0.061, -0.214], [0.029, -0.030, 0.111], [0.146, -0.110, 0.067], [-0.086, 0.043, -0.035], [0.164, -0.152, 0.160], [-0.061, 0.076, 0.042], [-0.307, 0.180, -0.183], [-0.035, 0.006, -0.015], [-0.026, -0.009, -0.001], [-0.014, -0.030, -0.008], [-0.055, 0.064, 0.028], [-0.007, 0.013, -0.093], [0.159, -0.138, -0.032], [-0.105, 0.273, 0.083], [0.120, -0.500, -0.163], [-0.060, 0.588, 0.210], [0.430, -0.737, -0.343], [-0.182, -0.043, 0.119], [-0.233, 0.502, 0.213], [0.019, 0.055, 0.060], [-0.026, 0.023, 0.003], [0.073, -0.091, -0.021], [-0.009, -0.048, -0.047], [0.048, -0.024, -0.020], [0.084, -0.026, 0.002], [0.000, 0.023, -0.023], [-0.007, -0.002, -0.010], [0.027, 0.004, -0.012]], "lowdin_charge": [0.505, -0.121, -0.519, -0.140, 1.082, -0.563, -0.126, -0.107, -0.404, -0.118, -0.116, -0.108, -0.091, -0.311, 0.563, -0.331, -0.109, -0.108, -0.111, -0.105, -0.389, 1.047, -0.524, -0.102, -0.120, -0.521, -0.117, -0.119, -0.317, -0.100, -0.105, -0.115, -0.111, -0.393, 1.009, -0.541, -0.110, -0.124, -0.557, -0.154, -0.127, 0.070, 0.063, 0.047, 0.092, 0.036, 0.071, 0.049, -0.003, 0.066, 0.002, 0.060, 0.059, 0.067, 0.065, 0.093, 0.085, 0.087, 0.092, 0.100, 0.086, 0.087, 0.071, 0.050, 0.056, 0.054, 0.075, 0.059, 0.065, 0.066, 0.080, 0.062, 0.082, 0.040, 0.055, 0.036, 0.072, 0.090, 0.089, 0.085, 0.074, 0.054, 0.054, 0.073, 0.063, 0.068, 0.020, 0.082, 0.049, 0.068, 0.049, 0.067, 0.050, 0.068, 0.046, -0.176, -0.722, -0.208, -0.181, -0.066, -0.144, -0.144, -0.168, -0.723, 0.450, 0.106, 0.073, 0.079, 0.071, 0.006, -0.274, 0.003, -0.325, 0.097, -0.801, 0.722, 0.109, -0.038, 0.080, 0.095, 0.100, 0.108, 0.122, 0.073, 0.076, 0.084]}